--- P ---
The following is a quantum chemistry calculation of 12 unconnected molecules or ions with the total composition H22NO14, from the OMol25 dataset.

Bonds (Å) are listed after each position.
CARTESIAN COORDINATES (ANGSTROEM)
1 N -9.210 16.231 -9.755  O2 1.245, O3 1.261, O4 1.217
2 O -10.021 16.144 -8.814  N1 1.245
3 O -7.997 16.514 -9.554  N1 1.261
4 O -9.492 15.883 -10.887  N1 1.217
5 O -4.361 18.922 -5.435  H6 0.957, H7 0.957
6 H -5.046 19.361 -4.931  O5 0.957
7 H -4.707 18.044 -5.595  O5 0.957
8 O -13.512 12.628 -10.921  H9 0.957, H10 0.957
9 H -12.666 13.074 -10.908  O8 0.957
10 H -13.432 11.942 -10.258  O8 0.957
11 O -13.168 16.660 -15.305  H12 0.957, H13 0.957
12 H -12.472 17.153 -14.870  O11 0.957
13 H -13.937 17.226 -15.242  O11 0.957
14 O -14.910 17.278 -10.940  H15 0.957, H16 0.957
15 H -14.645 16.364 -10.840  O14 0.957
16 H -14.201 17.779 -10.537  O14 0.957
17 O -7.449 15.214 -4.638  H18 0.957, H19 0.957
18 H -8.125 14.612 -4.329  O17 0.957
19 H -7.808 15.586 -5.443  O17 0.957
20 O -8.253 18.742 -14.629  H21 0.957, H22 0.957
21 H -8.282 18.296 -13.783  O20 0.957
22 H -8.912 19.433 -14.560  O20 0.957
23 O -3.075 16.162 -12.370  H24 0.957, H25 0.957
24 H -3.595 15.936 -13.142  O23 0.957
25 H -3.278 17.082 -12.204  O23 0.957
26 O -3.607 19.996 -10.113  H27 0.957, H28 0.957
27 H -4.135 19.307 -9.709  O26 0.957
28 H -2.844 20.080 -9.541  O26 0.957
29 O -7.785 13.018 -14.990  H30 0.957, H31 0.957
30 H -7.054 13.558 -15.292  O29 0.957
31 H -8.313 13.609 -14.453  O29 0.957
32 O -5.864 11.732 -10.384  H33 0.957, H34 0.957
33 H -4.969 12.019 -10.565  O32 0.957
34 H -6.402 12.509 -10.537  O32 0.957
35 O -11.995 19.970 -5.659  H36 0.957, H37 0.957
36 H -11.788 19.209 -6.202  O35 0.957
37 H -12.031 19.625 -4.767  O35 0.957

## Properties
**Net charge**: -1
**Orbital gap**: 7.357 eV

=====

--- Q ---
The following is a quantum chemistry calculation of 12 unconnected molecules or ions with the total composition H22NO14, from the OMol25 dataset.

Bonds (Å) are listed after each position.
CARTESIAN COORDINATES (ANGSTROEM)
1 N -0.352 -0.026 0.132  O2 1.269, O3 1.258, O4 1.274
2 O 0.700 -0.719 -0.031  N1 1.269
3 O -1.135 -0.012 -0.852  N1 1.258
4 O -0.272 1.042 0.820  N1 1.274
5 O 1.118 3.931 0.532  H6 0.999, H7 0.983
6 H 1.651 3.087 0.578  O5 0.999
7 H 1.778 4.573 0.188  O5 0.983
8 O 0.909 -2.149 2.517  H9 0.962, H10 0.962
9 H 0.315 -2.332 3.252  O8 0.962
10 H 0.625 -2.736 1.809  O8 0.962
11 O -2.803 -1.521 -2.517  H12 0.958, H13 0.952
12 H -3.468 -1.076 -3.042  O11 0.958
13 H -2.215 -0.869 -2.150  O11 0.952
14 O -1.985 2.972 -0.302  H15 0.965, H16 0.978
15 H -1.461 2.265 0.093  O14 0.965
16 H -2.908 2.688 -0.141  O14 0.978
17 O 1.936 1.554 -1.868  H18 0.950, H19 0.957
18 H 2.748 1.392 -1.402  O17 0.950
19 H 1.445 0.795 -1.553  O17 0.957
20 O -2.007 -0.462 2.822  H21 0.961, H22 0.952
21 H -2.168 0.409 2.451  O20 0.961
22 H -1.092 -0.435 3.085  O20 0.952
23 O 3.330 -1.474 0.891  H24 0.979, H25 0.964
24 H 3.025 -0.577 0.643  O23 0.979
25 H 2.782 -1.520 1.683  O23 0.964
26 O -1.076 0.904 -3.838  H27 0.904, H28 0.962
27 H -1.343 1.262 -3.051  O26 0.904
28 H -0.339 0.319 -3.643  O26 0.962
29 O -2.202 -2.913 0.806  H30 0.976, H31 0.936
30 H -2.087 -1.948 0.888  O29 0.976
31 H -2.686 -3.235 1.540  O29 0.936
32 O 1.411 -2.726 -1.521  H33 0.952, H34 0.968
33 H 0.582 -2.982 -1.910  O32 0.952
34 H 1.034 -1.986 -1.022  O32 0.968
35 O 2.381 1.581 1.098  H36 0.978, H37 0.923
36 H 2.269 1.740 2.056  O35 0.978
37 H 1.560 1.182 0.959  O35 0.923

## Properties
**Net charge**: -1
**Orbital gap**: 9.795 eV

=====

Q is preferred energetically. Next in line: 16.2 kcal/mol higher.

=====

--- P ---
The following is a quantum chemistry calculation of a gas-phase ion, C2H4NO2 (charge -1), from the OMol25 dataset.

Bonds (Å) are listed after each position.
CARTESIAN COORDINATES (ANGSTROEM)
1 C 0.520 -0.586 0.164  C2 1.505, N3 1.388, H6 1.090, H7 1.092
2 C -0.166 0.600 -0.459  C1 1.505, N3 1.785, O5 1.366, H8 1.024
3 N 1.301 0.494 0.554  C1 1.388, C2 1.785, O4 1.332
4 O 2.368 0.568 -0.239  N3 1.332
5 O -1.264 1.133 0.155  C2 1.366, H9 1.022
6 H -0.054 -1.073 0.952  C1 1.090
7 H 0.888 -1.318 -0.558  C1 1.092
8 H 0.321 0.924 -1.300  C2 1.024
9 H -1.102 2.053 0.569  O5 1.022

## Properties
**Net charge**: -1
**Orbital gap (alpha / beta)**: 5.690 / 5.690 eV

=====

--- Q ---
The following is a quantum chemistry calculation of a gas-phase ion, C2H4NO2 (charge -1), from the OMol25 dataset.

Bonds (Å) are listed after each position.
CARTESIAN COORDINATES (ANGSTROEM)
1 O -1.442 1.099 0.149  C2 1.273
2 C -0.609 0.137 0.118  O1 1.273, O3 1.333, C4 1.545
3 O -0.755 -0.967 0.851  C2 1.333
4 C 0.541 -0.003 -0.905  C2 1.545, N5 1.589, H6 1.151, H7 1.151
5 N 1.896 -0.101 -0.081  C4 1.589, H8 1.051, H9 1.113
6 H 0.467 -0.855 -1.675  C4 1.151
7 H 0.789 0.926 -1.536  C4 1.151
8 H 2.160 -1.078 -0.366  N5 1.051
9 H 1.308 -0.150 0.864  N5 1.113

## Properties
**Net charge**: -1
**Orbital gap**: 8.581 eV

=====

--- R ---
The following is a quantum chemistry calculation of 2 unconnected molecules or ions with the total composition C2H4NO2, from the OMol25 dataset.

Bonds (Å) are listed after each position.
CARTESIAN COORDINATES (ANGSTROEM)
1 C -1.323 -0.111 0.213  C2 1.384, O5 1.255, H6 1.165
2 C -0.566 0.560 -0.731  C1 1.384, H7 1.101, H8 1.018
3 N 1.719 0.048 0.597  O4 1.246, H9 1.133
4 O 2.573 -0.173 -0.284  N3 1.246
5 O -1.779 -1.255 -0.034  C1 1.255
6 H -1.743 0.371 1.186  C1 1.165
7 H -0.198 -0.017 -1.593  C2 1.101
8 H -0.262 1.506 -0.506  C2 1.018
9 H 1.581 -0.929 1.152  N3 1.133

## Properties
**Net charge**: -1
**Orbital gap (alpha / beta)**: 6.294 / 6.228 eV

=====

Q is preferred energetically. Next in line: 85.8 kcal/mol higher.

=====

--- P ---
The following is a quantum chemistry calculation of a gas-phase ion, C2H4NO2 (charge -1), from the OMol25 dataset.

Bonds (Å) are listed after each position.
CARTESIAN COORDINATES (ANGSTROEM)
1 C 0.811 0.502 0.616  N2 1.369, H6 1.226, H7 1.130, H8 1.074
2 N -0.298 0.380 -0.178  C1 1.369, C3 1.528, H9 1.107
3 C -0.917 -0.920 -0.691  N2 1.528, O4 1.237, O5 1.262
4 O -1.317 -0.823 -1.858  C3 1.237
5 O -0.788 -1.800 0.204  C3 1.262
6 H 0.927 1.640 1.057  C1 1.226
7 H 1.757 0.056 0.188  C1 1.130
8 H 0.648 -0.209 1.403  C1 1.074
9 H -0.823 1.175 -0.742  N2 1.107

## Properties
**Net charge**: -1
**Orbital gap**: 7.811 eV

=====

--- Q ---
The following is a quantum chemistry calculation of a gas-phase ion, C2H4NO2 (charge -1), from the OMol25 dataset.

Bonds (Å) are listed after each position.
CARTESIAN COORDINATES (ANGSTROEM)
1 C 0.177 0.671 0.474  C2 1.566, O5 1.400, H6 1.136, H7 1.082
2 C 0.551 -0.415 -0.591  C1 1.566, N3 1.477, O5 1.379, H8 1.081
3 N -0.366 -1.162 -1.476  C2 1.477, O4 1.389, H9 1.109
4 O -0.571 -2.387 -0.853  N3 1.389
5 O 0.828 0.928 -0.739  C1 1.400, C2 1.379
6 H -0.931 0.920 0.428  C1 1.136
7 H 0.800 0.707 1.357  C1 1.082
8 H 1.431 -1.031 -0.476  C2 1.081
9 H -1.358 -0.693 -1.634  N3 1.109

## Properties
**Net charge**: -1
**Orbital gap**: 5.500 eV

=====

--- R ---
The following is a quantum chemistry calculation of a gas-phase ion, C2H4NO2 (charge -1), from the OMol25 dataset.

Bonds (Å) are listed after each position.
CARTESIAN COORDINATES (ANGSTROEM)
1 C 0.874 -0.373 -0.572  N2 1.446, H6 1.090, H7 1.134, H8 1.178
2 N 0.077 0.671 0.035  C1 1.446, C3 1.532, H9 1.050
3 C -1.139 0.175 0.824  N2 1.532, O4 1.243, O5 1.240
4 O -2.124 0.930 0.881  C3 1.243
5 O -0.949 -0.955 1.300  C3 1.240
6 H 0.645 -0.703 -1.585  C1 1.090
7 H 0.775 -1.382 -0.062  C1 1.134
8 H 1.956 0.050 -0.377  C1 1.178
9 H -0.115 1.585 -0.446  N2 1.050

## Properties
**Net charge**: -1
**Orbital gap**: 8.290 eV

=====

R is preferred energetically. Next in line: 13.6 kcal/mol higher.